{"formula": "C6H4F2NNiO10S2", "method": "the ωB97M-V functional and the def2-TZVPD basis", "elements": ["Ni", "C", "C", "C", "O", "C", "C", "C", "O", "O", "O", "H", "H", "N", "S", "O", "O", "F", "S", "O", "O", "F", "O", "H", "O", "H"], "positions_angstrom": [[-0.8943, 1.3122, -0.7721], [2.1307, -1.3716, 0.1656], [2.9887, -2.3810, -0.0128], [2.6477, -3.4638, -1.0530], [3.4078, -4.4763, -1.3340], [1.4448, -3.4606, -1.6463], [0.4427, -2.4557, -1.3763], [0.8584, -1.2726, -0.4488], [0.0618, -0.3541, -0.2042], [-0.7232, -2.4782, -1.8128], [4.1517, -2.3174, 0.6513], [2.3311, -0.6070, 0.9015], [1.1580, -4.2183, -2.3606], [-1.4875, 2.0925, 0.8908], [-0.7210, 2.6839, 2.0991], [-0.7172, 1.8126, 3.3173], [-0.6325, 4.1484, 2.1980], [0.7214, 2.3028, 1.4272], [-3.0373, 2.2572, 1.6707], [-3.6262, 3.5832, 1.8575], [-3.3715, 1.1947, 2.6159], [-3.9399, 1.7880, 0.3585], [0.4091, 2.3594, -1.7848], [1.3483, 2.3607, -1.5159], [-2.2125, 0.1557, -1.6631], [-2.7390, 0.8050, -2.1688]], "multiplicity": 4, "charge": -2, "molar_mass_g_mol": 410.918, "e_tot_ev": -96396.37501, "s2": 3.77}

{"formula": "C6H4FMoN2O8SSe", "method": "the ωB97M-V functional and the def2-TZVPD basis", "elements": ["Mo", "O", "S", "O", "O", "O", "F", "C", "C", "N", "C", "C", "O", "O", "C", "O", "N", "C", "O", "H", "H", "H", "H", "Se"], "positions_angstrom": [[-0.8008, 3.7232, 0.7582], [0.1823, 3.7968, -2.7249], [0.3383, 3.0092, -1.5476], [1.0658, 1.7892, -1.6096], [-1.0480, 2.6860, -0.8451], [0.8266, 3.8959, -0.3376], [2.9534, -3.4283, 0.9811], [1.7458, -2.9089, 0.7666], [1.5117, -1.5823, 0.8602], [0.3359, -1.0855, 0.3378], [-0.2931, 0.1425, 0.7277], [-1.6985, -0.0945, 0.1732], [-2.7430, 0.3458, 0.4108], [-0.8912, 2.6117, 1.9278], [-0.4700, -1.8083, -0.4721], [-1.6313, -1.2046, -0.8485], [-0.1945, -3.0711, -0.8311], [0.7650, -3.8273, 0.0121], [0.8306, -5.0096, 0.1178], [2.3276, -0.8936, 1.0099], [0.2374, 0.9531, 0.1004], [-0.1112, 0.3689, 1.7704], [-0.7407, -3.5548, -1.5557], [-2.4982, 5.1465, 0.8180]], "multiplicity": 1, "charge": 1, "molar_mass_g_mol": 458.069, "e_tot_ev": -106393.43971, "e_above_lowest_kj_mol": 0.0}

{"formula": "C6H4INS", "method": "the ωB97M-V functional and the def2-TZVPD basis", "elements": ["C", "C", "C", "C", "C", "C", "N", "S", "I", "H", "H", "H", "H"], "positions_angstrom": [[-1.5789, 2.2536, 0.3835], [1.2120, 0.1420, -0.3682], [2.2445, -0.6681, 0.0883], [-0.0939, -1.4855, 0.6789], [-0.0568, -0.3318, -0.0172], [-1.2187, 0.3471, -0.4950], [-1.7878, 3.3457, 0.5414], [1.5546, -2.0379, 0.9872], [-2.9924, -0.7639, -0.4989], [1.2426, 1.0301, -0.7916], [3.2685, -0.5202, -0.1072], [-0.8399, -2.1496, 1.0378], [-0.9537, 0.8384, -1.4390]], "multiplicity": 1, "charge": 0, "molar_mass_g_mol": 249.076, "e_tot_ev": -26709.04079, "e_above_lowest_kj_mol": 40.7}

{"formula": "C6H4N2", "method": "the ωB97M-V functional and the def2-TZVPD basis", "elements": ["C", "C", "C", "C", "C", "C", "H", "H", "H", "H", "N", "N"], "positions_angstrom": [[2.1034, -0.1440, -0.0108], [1.4700, 1.0599, 0.0776], [0.0266, 0.7405, 0.0344], [-2.0496, 0.1654, -0.0075], [-1.4980, -1.0597, 0.0084], [-0.0283, -0.7571, 0.0031], [3.1906, -0.3723, -0.1170], [1.8694, 2.0529, -0.0588], [-3.1483, 0.3487, -0.0625], [-1.9752, -2.0572, 0.1832], [-1.1267, 1.3128, -0.0305], [1.1660, -1.2899, -0.0196]], "smiles": "C1=CC2=NC=CC2=N1", "multiplicity": 1, "charge": 0, "molar_mass_g_mol": 104.112, "e_tot_ev": -9263.87217, "e_above_lowest_kj_mol": 206.6}

{"formula": "C6H4N2O2", "method": "the ωB97M-V functional and the def2-TZVPD basis", "elements": ["C", "C", "C", "C", "C", "C", "N", "N", "O", "O", "H", "H", "H", "H"], "positions_angstrom": [[1.2290, 2.4153, 0.4367], [-0.9691, 1.7295, -0.3400], [0.6169, 0.1274, -1.0897], [0.5323, 0.0887, 0.9280], [-1.4246, -0.5091, 0.0738], [0.6063, 1.2511, 0.0198], [1.6357, 3.2833, 1.0028], [-0.0320, -0.7444, -0.1480], [-1.2021, 2.7693, -0.8312], [-1.8536, 0.7735, -0.0325], [0.0098, 0.2590, -1.9837], [1.6016, -0.1857, -1.4272], [0.2723, 0.0577, 1.9325], [-1.8219, -1.0294, 0.9376]], "multiplicity": 1, "charge": 0, "molar_mass_g_mol": 136.110, "e_tot_ev": -13355.76724, "e_above_lowest_kj_mol": 584.7}

{"formula": "C6H4N2O4", "method": "the ωB97M-V functional and the def2-TZVPD basis", "elements": ["C", "C", "C", "C", "C", "C", "N", "N", "O", "O", "O", "O", "H", "H", "H", "H"], "positions_angstrom": [[0.5901, 1.1926, 1.1573], [-0.8882, 1.0368, 0.8673], [1.3858, 0.3393, 0.5564], [1.6596, -0.7256, -0.2985], [-0.9939, 1.0269, -0.6781], [-1.1284, -0.3731, -0.9667], [1.3997, -1.6264, -1.0885], [-1.3613, -1.0624, 0.1176], [2.6974, -0.0783, 0.3835], [-0.9086, 1.9823, -1.4026], [-1.5922, -2.2230, 0.2944], [-1.3379, -0.2402, 1.2564], [0.9399, 1.9687, 1.8138], [-1.4868, 1.8003, 1.3615], [-1.1499, -0.8412, -1.9301], [2.1747, -2.1766, -1.4438]], "smiles": "[H]/N=C1\\O\\C1=C\\[C@@H]1O[N+]([O-])=CC1=O", "multiplicity": 1, "charge": 0, "molar_mass_g_mol": 168.108, "e_tot_ev": -17450.49632, "e_above_lowest_kj_mol": 21.3}

{"formula": "C6H4N3", "method": "the ωB97M-V functional and the def2-TZVPD basis", "elements": ["C", "C", "C", "C", "C", "C", "N", "N", "N", "H", "H", "H", "H"], "positions_angstrom": [[0.7814, -1.4552, 0.0080], [2.1784, -1.2336, -0.0063], [-0.1661, -0.5678, 0.0773], [-2.0914, 0.5659, 0.0324], [2.7288, -0.0801, -0.1963], [-3.2881, 1.0929, -0.0324], [-1.3320, -0.3407, 0.0246], [3.2473, 0.9235, 0.0537], [-4.0323, 2.0108, 0.1631], [0.6745, -2.4801, 0.1435], [2.7956, -2.0588, 0.2695], [3.5109, 1.5593, -0.6541], [-5.0070, 2.0641, 0.1171]], "smiles": "N=C=C=[N+]=C=CC=C=N", "multiplicity": 1, "charge": 1, "molar_mass_g_mol": 118.119, "e_tot_ev": -10742.80797, "e_above_lowest_kj_mol": 196.4}

{"formula": "C6H4N3O", "method": "the ωB97M-V functional and the def2-TZVPD basis", "elements": ["C", "C", "C", "C", "C", "C", "N", "N", "N", "O", "H", "H", "H", "H"], "positions_angstrom": [[-0.4862, 1.5835, 0.4201], [-2.9769, -0.7160, -0.1088], [-1.4594, 0.6864, 0.2203], [-0.8597, -0.6514, -0.2082], [1.3448, 0.2914, 0.0139], [2.7485, 0.1089, 0.0580], [-1.9517, -1.4302, -0.3876], [0.4138, -0.8127, -0.3150], [0.7266, 1.4237, 0.3132], [-2.7600, 0.5204, 0.1550], [-4.0453, -0.9428, -0.4052], [3.0245, -0.9313, 0.4024], [3.1023, 0.6947, 0.7700], [3.1786, 0.1753, -0.9280]], "smiles": "Cc1nc2ncoc2c#[n+]1", "multiplicity": 1, "charge": 1, "molar_mass_g_mol": 134.118, "e_tot_ev": -12792.89558, "e_above_lowest_kj_mol": 198.7}